Density functional theory data (the ωB97M-V functional and the def2-TZVPD basis) for a gas-phase ion, C35H37N2O2 (charge +1) at a distorted geometry.

Properties
HOMO energy: -10.6 eV
SMILES: COc1ccc(C2(N[C@@H](Cc3ccccc3)C(=O)/[N+](C)=C/C(C)(C)C)c3ccccc3-c3ccccc32)cc1
Net charge: +1
Max |F|: 5.1 eV/A
ΔE to the lowest compared entry with this formula, charge and spin: 0.0 kcal per mole

```
76
Properties=species:S:1:pos:R:3:lowdin_charge:R:1
C 0.110 3.245 -5.829 -0.0556
O -0.846 3.025 -4.771 -0.0837
C -0.579 2.023 -3.892 -0.2540
C -1.436 1.919 -2.776 0.0298
C -1.180 0.962 -1.819 -0.0609
C -0.124 0.067 -1.968 -0.1673
C 0.021 -0.925 -0.840 -0.3352
N -0.022 -0.217 0.338 0.0566
C 0.738 0.981 0.698 -0.1744
C 1.879 1.414 -0.245 -0.0580
C 3.239 1.520 0.424 -0.2030
C 3.388 2.201 1.641 -0.0483
C 4.605 2.156 2.329 -0.0754
C 5.693 1.455 1.795 -0.0800
C 5.578 0.859 0.531 -0.0699
C 4.371 0.937 -0.167 -0.0465
C -0.318 2.059 0.884 -0.2959
O -0.333 3.085 0.230 0.1468
N -1.402 1.755 1.800 0.0021
C -2.309 2.863 2.128 0.0330
C -1.529 0.555 2.373 0.0965
C -2.822 -0.190 2.656 -0.5445
C -3.822 -0.030 1.508 -0.0165
C -3.395 0.302 3.990 -0.0161
C -2.431 -1.669 2.730 -0.0271
C 1.213 -1.880 -0.731 -0.0725
C 2.544 -1.703 -1.052 -0.0303
C 3.475 -2.570 -0.453 -0.0500
C 3.044 -3.685 0.275 -0.0626
C 1.682 -3.987 0.387 -0.0011
C 0.769 -3.057 -0.103 -0.1192
C -0.690 -3.111 -0.196 -0.1336
C -1.570 -4.158 0.060 -0.0111
C -2.908 -4.018 -0.321 -0.0668
C -3.336 -2.871 -1.000 -0.0629
C -2.451 -1.808 -1.243 -0.0260
C -1.150 -1.922 -0.792 -0.0862
C 0.661 0.083 -3.114 -0.0084
C 0.496 1.117 -4.035 0.0105
H -0.360 4.024 -6.428 0.0965
H 1.067 3.586 -5.412 0.1012
H 0.260 2.330 -6.418 0.0922
H -2.259 2.618 -2.667 0.1278
H -1.849 0.874 -0.959 0.1094
H -0.092 -0.792 1.183 0.1243
H 1.155 0.789 1.699 0.1558
H 1.978 0.718 -1.074 0.0760
H 1.609 2.383 -0.687 0.1374
H 2.536 2.751 2.051 0.1133
H 4.697 2.658 3.297 0.1076
H 6.626 1.376 2.354 0.1067
H 6.421 0.322 0.090 0.1088
H 4.292 0.512 -1.171 0.1062
H -1.979 3.749 1.583 0.1053
H -3.331 2.602 1.836 0.0902
H -2.292 3.063 3.207 0.1129
H -0.621 0.155 2.845 0.1645
H -3.328 -0.195 0.542 0.0680
H -4.606 -0.797 1.583 0.1096
H -4.309 0.950 1.494 0.0781
H -2.616 0.362 4.762 0.1005
H -3.843 1.300 3.893 0.0846
H -4.175 -0.375 4.359 0.1080
H -1.724 -1.866 3.547 0.1039
H -3.303 -2.320 2.870 0.1091
H -1.960 -1.980 1.786 0.0675
H 2.857 -0.941 -1.767 0.0913
H 4.536 -2.348 -0.566 0.1089
H 3.781 -4.345 0.725 0.1079
H 1.307 -4.885 0.872 0.1147
H -1.192 -5.053 0.550 0.1173
H -3.617 -4.826 -0.135 0.1103
H -4.366 -2.787 -1.348 0.1104
H -2.773 -0.917 -1.789 0.1140
H 1.410 -0.691 -3.281 0.1200
H 1.207 1.210 -4.855 0.1072
```